DFT (ωB97M-V/def2-TZVPD) results for a molecular structure, C38H25ClN2O4SbSe4Ta at a distorted geometry.

Values from the calculation:
- charge = -2
- E_HOMO (eV) = -1.478
- lowest unoccupied orbital energy (eV) = 2.145
- Kohn-Sham gap (eV) = 3.62

Element x y z (Å)
C1 4.666168 -0.200406 0.643234
C2 -2.671702 -0.205191 2.186194
C3 2.951166 -1.766033 5.222705
C4 -2.881633 2.107998 -2.994803
N1 -2.301677 -0.305407 -0.203000
H1 -6.920542 -1.201316 0.004199
C5 1.989153 0.044324 3.981864
H2 -3.120830 3.460892 1.185557
O1 0.103842 -3.560041 -2.454637
C6 -3.624484 -0.363919 -0.509572
C7 3.284080 2.209713 1.131616
C8 3.983695 -2.349833 -1.940563
Cl1 -5.357472 1.437951 4.393701
H3 -3.894022 3.573720 3.396198
H4 -1.983984 2.609062 -3.348137
H5 4.374820 3.056633 -0.536773
C9 4.880040 0.946446 -0.126384
C10 -4.771149 -0.833654 0.093508
H6 -3.990181 3.137863 -4.408790
H7 5.230753 -1.119095 0.382406
H8 3.316472 -0.293355 -2.023434
H9 2.746278 3.150271 1.386352
C11 -1.365753 2.486871 1.677539
C12 1.674040 -1.676382 -1.897807
N2 -2.714880 1.076014 -2.172054
H10 -0.563576 -2.706632 -2.463923
C13 0.863101 1.827710 2.851530
C14 -5.262168 1.667172 -3.330372
C15 1.954970 1.028763 2.979455
Se1 2.149413 0.100203 -9.668350
C16 -6.156947 -0.261630 -1.779794
C17 -3.424706 2.626210 3.126387
H11 4.125194 -0.426184 4.122422
H12 4.604015 -4.345189 -1.841253
C18 2.362060 -4.105041 -2.001613
H13 -7.124308 -0.390611 -2.245633
C19 -3.876153 1.437104 3.600961
H14 5.477964 0.819014 -1.053845
C20 -3.180006 0.227542 3.338980
C21 0.726628 -0.300513 4.519821
C22 3.086053 1.096317 1.968073
C23 -3.810155 0.359576 -1.743502
H15 -6.236789 1.943213 -3.752446
O2 -0.708306 -0.964747 -2.369788
C24 0.609991 -1.376455 5.373902
C25 0.395601 -0.877925 -1.690381
H16 -0.395131 -1.603031 5.764931
Se2 6.864899 -0.911209 -9.135071
C26 3.711217 -0.139153 1.618066
H17 -0.112282 0.301425 4.223823
C27 -5.081447 0.489066 -2.415453
C28 1.712980 -2.143090 5.696618
C29 1.418981 -3.102016 -2.145426
H18 -4.738023 -1.329187 1.063297
C30 4.220213 2.151946 0.101896
C31 -0.278959 2.205355 2.532715
C32 -2.027541 -0.692738 1.088284
Ta1 -0.935966 1.262394 -1.162905
C33 -6.011035 -0.769281 -0.469755
C34 3.705250 -3.724098 -1.913575
H19 3.820279 -2.385060 5.581606
C35 3.077036 -0.702299 4.342840
H20 5.009123 -2.042801 -2.034024
O3 0.513978 -0.016555 -0.682185
H21 1.543483 -3.002982 6.323787
Se3 0.347423 2.349585 -2.878784
C36 -2.642353 2.885597 1.981529
H22 2.039200 -5.134537 -2.080937
O4 -1.198627 2.416271 0.336014
Sb1 5.174494 0.312138 -10.194352
Se4 2.639429 2.138201 -8.706234
H23 -1.106262 -1.216249 1.405416
H24 3.463200 -1.026856 2.129377
C37 3.002774 -1.294407 -1.911334
C38 -4.083034 2.369457 -3.669610
H25 -3.267372 -0.446912 4.199695

Atoms 1-2, force components in eV/Å:
C 0.39 0.40 -0.84
C 0.71 -0.32 -0.82

DFT (ωB97M-V/def2-TZVPD) results for a molecular structure, C22H13BiF5NO5S3 at a distorted geometry.

Values from the calculation:
- energy relative to the best compared isomer or geometry (same formula, charge and spin) (eV) = 0.000
- E_HOMO (eV) = -7.768
- lowest unoccupied orbital energy (eV) = -1.500
- Kohn-Sham gap (eV) = 6.27

Element x y z (Å)
C1 0.871572 2.731677 -1.737032
H1 -5.138486 -0.156070 3.866784
C2 2.523024 -0.612465 -5.031649
H2 -1.281769 1.536639 4.961443
F1 -0.198287 -2.126572 0.906183
C3 1.720739 1.759220 -1.204123
C4 -1.417958 -1.827546 0.344950
Bi1 -1.429466 0.539009 -0.216069
F2 -2.279634 -1.892838 -1.899920
S1 3.954152 -0.268112 -2.924416
C5 -2.010748 1.147439 4.276159
C6 1.248735 4.044316 -1.373149
C7 -1.701986 1.203049 2.931135
C8 -4.500961 -0.233633 1.175316
H3 -6.102531 -1.232723 0.837777
C9 -3.694389 0.269657 2.316451
O1 0.208840 -0.009984 -1.533024
H4 2.236286 -0.809254 -6.058104
H5 4.736247 -0.775683 -5.178726
H6 0.532970 -0.349603 -4.124543
N1 -2.509946 0.827916 1.950907
O2 -5.603407 -0.949565 1.632273
H7 -0.013704 2.479612 -2.314342
F3 -0.350739 -2.831354 -1.588348
C10 -4.127632 0.167628 3.636759
C11 2.217797 -0.658289 -0.295330
H8 3.346799 -3.657772 0.712033
O3 0.005593 1.364888 1.210862
C12 3.826541 -0.585743 -4.614452
C13 3.218235 -1.725008 1.704813
F4 -2.415462 -2.214627 1.176374
O4 0.533968 1.981569 3.307863
C14 2.223851 -0.148241 -2.755507
H9 3.678822 -1.920631 2.654529
C15 3.069906 -2.620555 0.680925
F5 -2.136705 -3.768630 -0.817684
C16 2.333436 4.018435 -0.547277
H10 0.711246 4.939916 -1.641853
C17 1.601539 0.242840 -1.397286
S2 2.979911 2.424902 -0.273814
O5 -4.163911 -0.146864 -0.007913
H11 2.242272 -2.550342 -1.368645
H12 -3.443478 0.455586 5.670791
S3 2.709378 -0.132421 1.290295
C18 2.480398 -2.004691 -0.462487
C19 1.594768 -0.375472 -3.984774
H13 2.768478 4.862634 -0.029927
C20 -3.236716 0.584268 4.619068
C21 -1.536850 -2.587787 -0.999259
C22 -0.280737 1.591274 2.515965

Atoms 1-2, force components in eV/Å:
C 0.47 -1.33 0.34
H 0.37 -0.26 -0.06

DFT (ωB97M-V/def2-TZVPD) results for a molecular structure, C40H59As3BrN2O4Ti.

Values from the calculation:
- energy relative to the best compared isomer or geometry (same formula, charge and spin) (eV) = 0.000
- charge = -2
- E_HOMO (spin up / spin down) (eV) = 0.222 / -1.883
- lowest unoccupied orbital energy (spin up / spin down) (eV) = 4.126 / 4.125
- 2S+1 = 2
- expectation value of S² = 0.785
- Kohn-Sham gap (spin up / spin down) (eV) = 3.90 / 6.01

Element x y z (Å)
H1 -6.563802 0.193227 -4.020129
C1 4.236172 -0.054292 2.920289
H2 2.200072 -0.457547 -2.903623
C2 0.150927 -4.192654 -1.171605
C3 -7.074666 -1.305137 1.258616
C4 1.442714 3.225622 2.196591
C5 -3.120692 -0.800176 -0.454050
C6 1.520755 5.510669 -2.516821
C7 0.382528 3.641003 -1.460954
C8 2.052626 -3.126717 -2.880553
H3 -1.415074 3.155911 0.016810
H4 0.965541 3.848734 1.440354
H5 -8.161029 -1.348228 -1.254123
N1 0.746810 0.073823 -1.524486
H6 -5.534910 -2.110639 -4.549977
H7 2.117792 3.835585 2.802007
O1 -0.698923 1.753078 -0.443080
H8 -4.202597 -1.649500 1.174481
C9 3.098616 0.546702 6.260701
C10 -4.237676 -1.345536 0.129731
C11 0.252077 2.185478 -1.253432
H9 4.537958 2.324487 -0.004091
Br1 -1.621322 -1.349959 2.882536
H10 2.799802 -2.707821 -3.548293
C12 1.460054 -0.838865 -2.205125
C13 0.698968 6.401756 -1.833018
H11 4.499421 -2.230820 7.269791
C14 -5.421743 -1.542592 -0.612413
H12 -2.294360 -0.207871 -4.571189
H13 0.797310 -6.117050 -1.893560
C15 -5.422477 -1.157463 -1.943320
H14 0.817654 7.470772 -1.970698
C16 -7.836829 -2.317847 -0.868989
As1 2.135592 -1.845580 1.637194
H15 -0.601180 -4.577875 -0.492670
H16 -3.782677 -2.260301 -4.716903
H17 2.873897 0.431568 7.322020
H18 2.513262 -5.143765 -3.416004
C17 1.274001 -2.232957 -2.106342
H19 -0.938403 6.594938 -0.439576
C18 1.892797 -4.496262 -2.805324
H20 2.820298 -3.548303 -0.094748
C19 0.936183 -5.043590 -1.950222
C20 0.307167 -2.812326 -1.225087
H21 5.664609 0.804784 1.520903
C21 1.354671 4.150159 -2.326097
H22 -2.149103 0.841856 1.834277
H23 -7.353704 -0.306060 0.915701
C22 3.340867 1.200730 2.968455
H24 3.655663 -2.325001 5.706294
H25 4.340277 3.475357 1.348513
H26 3.934087 2.060255 3.302878
H27 -6.322449 -1.312684 -2.528465
O2 -1.426307 4.150524 0.055098
H28 2.286423 5.874290 -3.191311
C23 -0.278851 5.924956 -0.978074
H29 1.983631 3.433519 -2.838089
O3 -0.415034 -2.035743 -0.425294
O4 -1.953968 -0.003743 -2.206077
H30 -2.972253 1.343376 -4.141025
H31 0.834726 -3.988035 1.900190
C24 5.292186 0.026877 4.047402
C25 -4.309554 -0.598788 -2.600752
H32 -7.935107 -1.752248 1.770246
H33 5.846373 0.963670 3.933023
C26 -3.183575 0.411682 -4.665672
C27 3.432314 -1.352719 3.070649
H34 5.407200 -2.580181 5.793240
H35 -0.406177 0.668232 2.118687
H36 -8.675691 -2.766278 -0.327672
H37 -5.430451 -3.526797 1.277664
H38 -5.495094 1.583307 -3.811616
Ti1 -1.013777 -0.254620 -0.447538
H39 4.358668 -0.097051 0.740810
H40 2.543345 1.060705 3.700750
C28 -3.160497 -0.448297 -1.816258
H41 3.028628 1.602694 6.005186
C29 -1.284696 0.200369 1.672385
H42 4.125656 -2.193690 3.200523
C30 -4.630849 -1.590922 -4.876590
H43 2.357073 -4.113409 2.830142
H44 4.170363 -3.301733 1.049899
H45 0.966947 -3.175797 3.462134
H46 -7.602131 -2.960978 -1.720846
C31 3.822400 2.920277 0.561938
H47 -3.359782 0.633158 -5.725509
H48 0.661052 2.805158 2.829405
As2 2.404398 1.761959 1.297988
C32 4.571268 -2.012689 6.203744
C33 -6.637171 -2.173502 0.069287
H49 2.366637 -0.012034 5.680472
H50 -7.121947 -4.032208 1.102459
H51 6.028322 -0.774142 3.903048
As3 4.938022 -0.089564 5.993349
C34 3.393174 -2.805459 0.461721
C35 1.518186 -3.463087 2.567593
H52 -6.265294 -1.193152 1.980878
H53 -5.712864 0.865118 -5.419544
C36 -5.625184 0.641886 -4.350377
H54 2.823883 -1.297468 3.977218
H55 -5.979573 -4.219076 -0.246604
H56 3.842510 -2.125864 -0.260623
C37 -6.271044 -3.573343 0.584964
C38 -4.422835 -0.283138 -4.095808
H57 -4.717342 -1.390048 -5.950684
N2 1.052697 1.369445 -1.861776
H58 5.659202 -0.969734 1.552626
C39 -0.451474 4.553659 -0.786757
H59 3.344298 3.620138 -0.125473
C40 5.026190 -0.079333 1.605975

Atoms 1-2, force components in eV/Å:
H 0.00 0.00 0.00
C -0.02 0.00 0.05

DFT (ωB97M-V/def2-TZVPD) results for 4 unconnected molecules or ions with the total composition C2H10O4 at a distorted geometry.

Values from the calculation:
- energy relative to the best compared isomer or geometry (same formula, charge and spin) (eV) = 1.943
- E_HOMO (eV) = -9.546
- lowest unoccupied orbital energy (eV) = 0.261
- Kohn-Sham gap (eV) = 9.81

Element x y z (Å)
O1 -0.406466 -0.627904 -2.528161
H1 -1.571495 2.018677 0.996338
O2 1.807870 1.318397 0.034629
H2 2.224092 0.596915 0.258177
H3 -1.771358 1.925281 -0.581890
C1 0.132840 -1.559915 0.973779
H4 0.883875 -2.380877 0.674579
H5 1.310679 -0.739500 2.367828
H6 0.071234 -0.434400 -3.354510
O3 -1.004458 -1.585576 0.102814
O4 -1.090129 1.971749 0.153216
C2 0.400822 -0.591732 1.862417
H7 -0.471382 0.008848 1.904495
H8 -0.766021 0.250471 -2.384574
H9 -0.650955 -1.355241 -0.816392
H10 0.900848 1.184804 0.337248

Atoms 1-2, force components in eV/Å:
O 0.23 0.60 -0.91
H -0.01 -0.03 -0.62

DFT (ωB97M-V/def2-TZVPD) results for a single C5H6O2 molecule.

Values from the calculation:
- energy relative to the best compared isomer or geometry (same formula, charge and spin) (eV) = 5.230
- E_HOMO (eV) = -9.321
- lowest unoccupied orbital energy (eV) = -0.293
- Kohn-Sham gap (eV) = 9.03

Element x y z (Å)
H1 -0.035915 -1.697421 -0.417540
H2 -0.622799 -0.716036 -1.764486
C1 1.515200 0.188400 0.712880
H3 1.454176 -0.788266 1.193757
C2 -1.870939 -0.660995 -0.040957
C3 -0.067059 1.668501 0.179895
C4 0.399910 0.424263 -0.297880
H4 0.750288 2.400929 0.062438
C5 -0.494470 -0.737821 -0.673028
O1 1.787981 0.224373 -0.652112
H5 -2.388770 0.310806 -0.141059
H6 1.956156 0.981019 1.316008
O2 -2.383761 -1.597755 0.522079

Atoms 1-2, force components in eV/Å:
H -0.03 0.14 -0.04
H -0.02 0.02 0.13

DFT (ωB97M-V/def2-TZVPD) results for a single C26H37N3O6 molecule at a distorted geometry.

Values from the calculation:
- E_HOMO (eV) = -7.174
- lowest unoccupied orbital energy (eV) = 0.736
- Kohn-Sham gap (eV) = 7.91

Element x y z (Å)
N1 -3.645608 1.232362 -0.950457
H1 1.598816 -3.683940 1.889901
C1 -4.987592 0.523631 1.022294
H2 1.872392 4.102885 1.441516
H3 -0.767832 0.380592 3.539437
C2 -1.668491 -3.150569 -2.117308
H4 1.548435 -0.938908 -3.111424
H5 6.543962 1.026671 0.416303
H6 1.586526 0.811153 -1.323499
C3 5.505167 -0.503216 -0.558423
O1 4.684164 -0.966811 0.393596
N2 -0.309354 0.332369 -2.087975
C4 3.018180 -2.615567 0.769928
N3 -2.848734 0.051506 1.866277
C5 0.754316 -1.753856 1.260177
H7 -0.867099 -3.641415 -1.565646
C6 -4.298729 -1.904525 1.539963
H8 -1.957176 4.056144 -0.139316
H9 3.382996 0.939934 -1.156516
C7 -2.060227 2.981687 -0.297413
C8 -3.958013 -0.446217 1.511241
H10 -3.557721 -1.473155 -1.234167
C9 0.779940 -1.667864 -2.873557
H11 -4.814272 1.491138 1.494046
H12 1.339408 -0.724582 3.081683
H13 -4.617939 -2.178604 2.546136
H14 -5.096530 -0.252324 -1.006623
H15 7.072185 -0.590559 0.891196
H16 -3.624648 3.156348 -1.769521
H17 3.800890 -3.356365 0.836857
H18 3.153492 4.850274 0.477178
C10 3.293739 2.739346 0.604954
C11 2.373129 -0.243267 0.367983
C12 -1.320143 1.026557 -1.602990
O2 1.051876 -0.726534 0.339570
C13 1.834958 -2.788602 1.335441
H19 2.640953 0.121933 1.373146
H20 -4.208505 3.038660 -0.099471
H21 -1.154854 3.055794 -2.254167
H22 -0.459346 0.560201 1.786295
H23 3.353188 -1.551597 -1.068825
H24 -2.623630 -3.522425 -1.751991
H25 7.551553 0.080207 -0.699482
H26 3.532176 4.252662 2.093364
H27 -3.414611 -2.493164 1.302163
C14 -0.412246 -0.972557 -2.292597
O3 4.395156 2.251806 0.627630
H28 -5.694761 1.393912 -0.823657
H29 -1.903404 2.467038 0.652493
H30 -5.986354 0.170960 1.283003
C15 -1.059500 2.481210 -1.327832
H31 1.181746 -2.387457 -2.160877
C16 0.446228 -1.190906 2.664868
H32 0.139761 -2.008269 3.317676
H33 0.505918 -2.206440 -3.780173
O4 2.234272 2.178813 0.021259
H34 -5.103362 -2.136540 0.846551
C17 2.427627 0.923299 -0.627475
C18 -2.654745 -0.935726 -1.480397
C19 6.769090 0.025558 0.050587
C20 -0.670435 -0.157837 2.586547
C21 -4.904364 0.701229 -0.513772
H35 -1.566790 -3.431033 -3.165678
C22 -2.574931 0.450189 -1.316794
C23 2.931499 4.073379 1.206442
H36 -0.169773 -2.199212 0.870368
C24 -1.577910 -1.663514 -1.959737
H37 -0.034486 2.593615 -0.974246
C25 -3.461001 2.660331 -0.800428
O5 5.239687 -0.507147 -1.732139
C26 3.367371 -1.368213 0.015715
O6 -1.875650 -0.844488 2.300784

Atoms 1-2, force components in eV/Å:
N -0.12 0.16 0.16
H 0.04 -0.17 0.08